# 1
Entry from the Open Molecules 2025 dataset: an isolated ion of composition C14H11Cl2N2O2 and charge +1 at a distorted geometry (ωB97M-V/def2-TZVPD).

Computed properties:
2S+1: 1
HOMO energy: -12.196 eV
ΔE to the lowest compared entry with this formula, charge and spin: 414.7 kJ/mol
electronic energy: -1720.1091 Eh
charge: +1
Kohn-Sham gap: 0.260 Ha
maximum force: 4.49 eV/Å

Geometry (Å):
C -0.721 1.502 -5.230
C -0.947 1.361 -3.682
Cl -2.547 0.752 -3.105
C -0.028 1.659 -2.725
Cl 1.556 2.313 -3.271
O -0.350 1.476 -1.357
C 0.258 0.338 -0.840
O 1.441 0.167 -0.988
C -0.494 -0.763 -0.038
C -1.520 -1.664 -0.645
C -2.183 -2.662 0.200
N -1.866 -2.829 1.545
C -0.923 -2.027 2.159
C -0.212 -0.969 1.407
C 0.781 -0.116 2.232
C 2.210 -0.066 1.857
C 2.962 0.832 2.740
C 2.279 1.528 3.819
N 0.969 1.480 4.230
C 0.306 0.637 3.379
H -0.318 0.509 -5.575
H -1.707 1.683 -5.746
H 0.004 2.320 -5.458
H -1.796 -1.542 -1.726
H -2.979 -3.335 -0.201
H -2.335 -3.519 2.141
H -0.702 -2.190 3.248
H 2.673 -0.600 0.999
H 4.058 0.981 2.583
H 2.920 2.227 4.430
H -0.792 0.515 3.616

***

# 2
Entry from the Open Molecules 2025 dataset: C14H11Cl3CoN5OSi as an isolated structure at a distorted geometry (ωB97M-V/def2-TZVPD).

Computed properties:
2S+1: 1
HOMO energy (spin up / spin down): -7.703 / -7.702 eV
ΔE to the lowest compared entry with this formula, charge and spin: 99.9 kJ/mol
electronic energy: -3942.1621 Eh
Kohn-Sham gap (spin up / spin down): 0.248 / 0.248 Ha
maximum force: 2.56 eV/Å

Geometry (Å):
Co 0.986 -0.995 -0.430
N -3.161 -1.318 -0.259
C -1.867 -1.630 -0.369
N -0.932 -0.743 -0.515
C -1.235 0.623 -0.519
N -0.296 1.504 -0.555
N 0.927 0.869 -0.591
C 1.987 1.497 -0.266
C 3.181 0.642 -0.266
C 4.486 1.094 -0.145
C 5.513 0.166 -0.193
C 5.207 -1.179 -0.355
C 3.879 -1.560 -0.446
N 2.898 -0.666 -0.405
C -2.637 1.008 -0.432
C -3.054 2.344 -0.452
C -4.389 2.656 -0.344
C -5.337 1.637 -0.207
C -4.950 0.317 -0.180
C -3.596 0.008 -0.292
H -3.830 -2.059 -0.130
H -1.571 -2.670 -0.297
H 2.036 2.511 0.115
H 4.682 2.150 -0.017
H 6.542 0.487 -0.101
H 5.982 -1.931 -0.385
H 3.563 -2.592 -0.514
H -2.300 3.113 -0.548
H -4.706 3.689 -0.360
H -6.386 1.885 -0.117
H -5.680 -0.475 -0.066
Cl 2.643 -1.764 2.605
Si 0.815 -1.939 1.584
Cl -0.343 -0.386 2.527
Cl -0.061 -3.565 2.730
O 1.005 -2.727 0.195

***

# 3
Entry from the Open Molecules 2025 dataset: C14H11CuN4OS3 as an isolated structure (ωB97M-V/def2-TZVPD).

Computed properties:
2S+1: 1
HOMO energy: -0.692 eV
ΔE to the lowest compared entry with this formula, charge and spin: 18.4 kJ/mol
electronic energy: -3669.4497 Eh
charge: -2
Kohn-Sham gap: 0.173 Ha
maximum force: 0.79 eV/Å

Geometry (Å):
Cu -0.223 0.606 0.280
N -2.372 0.722 3.338
C -1.274 1.354 2.839
O -0.345 0.607 2.433
C -2.347 0.509 -1.808
C -1.115 1.321 -1.325
H -2.363 -0.282 3.398
H -3.065 1.256 3.825
H -3.026 1.134 -2.405
H -2.021 -0.320 -2.444
H -1.456 2.341 -1.100
H -0.424 1.415 -2.177
S -1.419 -2.249 -0.416
C -2.725 -1.191 0.014
C -3.528 -1.661 1.114
N -4.171 -2.073 1.978
C -3.138 -0.088 -0.671
S -1.299 3.074 2.765
C -4.299 0.620 -0.250
N -5.278 1.173 0.019
S 4.234 0.566 1.416
C 2.511 0.592 1.700
N 1.781 0.058 0.795
C 2.557 -0.430 -0.251
C 2.065 -1.058 -1.395
C 2.971 -1.486 -2.344
C 4.349 -1.300 -2.178
C 4.849 -0.680 -1.048
C 3.938 -0.249 -0.088
H 2.088 1.054 2.583
H 0.991 -1.185 -1.499
H 2.605 -1.974 -3.239
H 5.035 -1.644 -2.943
H 5.914 -0.530 -0.916

***

Which value of electronic energy does entry 1 give? -1720.1091 Eh

***

Repeat the third record exactly.
Entry from the Open Molecules 2025 dataset: C14H11CuN4OS3 as an isolated structure (ωB97M-V/def2-TZVPD).

Computed properties:
2S+1: 1
HOMO energy: -0.692 eV
ΔE to the lowest compared entry with this formula, charge and spin: 18.4 kJ/mol
electronic energy: -3669.4497 Eh
charge: -2
Kohn-Sham gap: 0.173 Ha
maximum force: 0.79 eV/Å

Geometry (Å):
Cu -0.223 0.606 0.280
N -2.372 0.722 3.338
C -1.274 1.354 2.839
O -0.345 0.607 2.433
C -2.347 0.509 -1.808
C -1.115 1.321 -1.325
H -2.363 -0.282 3.398
H -3.065 1.256 3.825
H -3.026 1.134 -2.405
H -2.021 -0.320 -2.444
H -1.456 2.341 -1.100
H -0.424 1.415 -2.177
S -1.419 -2.249 -0.416
C -2.725 -1.191 0.014
C -3.528 -1.661 1.114
N -4.171 -2.073 1.978
C -3.138 -0.088 -0.671
S -1.299 3.074 2.765
C -4.299 0.620 -0.250
N -5.278 1.173 0.019
S 4.234 0.566 1.416
C 2.511 0.592 1.700
N 1.781 0.058 0.795
C 2.557 -0.430 -0.251
C 2.065 -1.058 -1.395
C 2.971 -1.486 -2.344
C 4.349 -1.300 -2.178
C 4.849 -0.680 -1.048
C 3.938 -0.249 -0.088
H 2.088 1.054 2.583
H 0.991 -1.185 -1.499
H 2.605 -1.974 -3.239
H 5.035 -1.644 -2.943
H 5.914 -0.530 -0.916